DFT (wB97M-V/def2-TZVPD) results for a cluster of 2 separate species, H5N3 in total.

Summary:
- Lowest unoccupied orbital energy (spin up / spin down): 0.931 / 0.444 eV
- Relative energy (zero: lowest compared OMol25 entry of this formula, charge and spin): 204.83 kJ/mol
- Kohn-Sham gap (spin up / spin down): 10.36 / 8.03 eV
- Total charge: 0
- HOMO energy (spin up / spin down): -9.425 / -7.587 eV

Each atom is followed by the atoms it is bonded to, with distances in Å.
CARTESIAN COORDINATES (ANGSTROEM)
1 N -1.29 -0.07 0.00  N3 1.301, H4 1.015, H5 1.010
2 N 1.85 0.23 -0.04  H6 1.016, H7 1.023
3 N -0.45 0.92 0.05  N1 1.301, H8 1.018
4 H -1.54 -0.58 -0.84  N1 1.015
5 H -1.50 -0.49 0.90  N1 1.010
6 H 2.00 0.26 0.97  N2 1.016
7 H 1.65 -0.75 -0.26  N2 1.023
8 H -0.19 1.28 -0.87  N3 1.018

These are the Löwdin partial charges, in e, on atoms 1 to 5:
1 N -0.079
2 N 0.004
3 N -0.053
4 H 0.099
5 H 0.092